Computed, not measured: a molecular structure, C3H8N4O, with the ωB97M-V functional and the def2-TZVPD basis.

Output
Energy relative to the best compared isomer or geometry (same formula, charge and spin) (eV): 7.150
LUMO energy (eV): 0.50
Highest occupied orbital energy (hartree): -0.276
Total energy (eV): -11242.47364
Kohn-Sham gap (eV): 8.01
Total charge: 0

Each line ends with the Mulliken charge.
Positions of all 16 atoms, in Å:
C (0.37, -2.12, 1.93)  -0.903
N (0.21, 0.52, -1.24)  0.130
C (-0.24, 1.16, 0.56)  0.694
N (-0.66, 0.89, -2.29)  -0.676
C (0.13, -1.12, 0.86)  -0.299
O (1.54, 0.88, -1.58)  -0.487
N (-0.12, 0.10, 1.28)  -0.305
N (-0.80, 2.26, 0.45)  -0.568
H (1.66, 0.59, -2.50)  0.360
H (-1.39, 0.20, -2.38)  0.248
H (-1.07, 1.80, -2.07)  0.254
H (-1.16, 2.68, 1.30)  0.289
H (0.22, -0.61, -0.87)  0.462
H (1.35, -2.58, 1.77)  0.227
H (-0.36, -2.94, 1.83)  0.254
H (0.32, -1.72, 2.95)  0.320